# 1
A structure of composition C4H12N2O2, computed with ωB97M-V/def2-TZVPD.

Geometry as XYZ:
```
20
Properties=species:S:1:pos:R:3:lowdin_charge:R:1
C 0.249 0.526 -0.527 -0.628
C -1.299 -1.150 -0.655 -0.051
C 2.551 -0.079 1.408 -0.273
C -2.358 -0.841 0.354 -0.118
N -0.339 1.608 0.099 0.170
N 0.384 0.699 -1.902 0.157
O 0.287 -0.610 0.120 -0.016
O 2.050 0.557 0.278 -0.317
H -0.149 1.554 1.092 0.129
H -0.812 2.247 -0.522 0.114
H 1.001 -0.017 -2.262 0.118
H 0.759 1.618 -2.107 0.110
H -1.529 -0.835 -1.671 0.095
H -1.013 -2.198 -0.700 0.098
H 1.870 -0.053 2.273 0.057
H 3.494 0.403 1.713 0.064
H 2.795 -1.132 1.195 0.059
H -3.269 -1.415 0.140 0.082
H -2.031 -1.098 1.364 0.084
H -2.640 0.215 0.312 0.066
```

## Properties
E_HOMO (spin up / spin down), eV: -7.145 / -7.146
HOMO-LUMO gap (spin up / spin down), Ha: 0.291 / 0.291
Total charge: 0

---

# 2
A cluster of 2 separate species, C4H12N2O2 in total, computed with ωB97M-V/def2-TZVPD.

Geometry as XYZ:
```
20
Properties=species:S:1:pos:R:3:lowdin_charge:R:1
C 1.274 -0.558 -0.965 -0.264
C 2.307 -0.243 1.272 -0.074
C -2.295 0.700 -1.320 -0.136
C -1.273 0.785 0.829 -0.150
N 1.547 -1.113 0.397 -0.217
N -1.161 1.020 -0.502 -0.038
O -0.052 -0.828 -1.259 -0.145
O 0.303 -1.429 0.947 -0.159
H -0.228 -1.446 -0.325 0.109
H 1.936 -1.072 -1.674 0.124
H 1.451 0.523 -0.989 0.117
H 1.801 0.713 1.464 0.083
H 3.271 -0.044 0.802 0.091
H 2.475 -0.758 2.216 0.086
H -0.788 1.553 1.433 0.090
H -2.896 1.614 -1.407 0.094
H -1.953 0.421 -2.314 0.076
H -2.933 -0.098 -0.917 0.087
H -0.528 -0.248 1.090 0.131
H -2.259 0.506 1.222 0.094
```

## Properties
E_HOMO (spin up / spin down), eV: -8.587 / -7.942
HOMO-LUMO gap (spin up / spin down), Ha: 0.306 / 0.245
Total charge: 0

---

# 3
A cluster of 3 separate species, C4H12N2O2 in total, computed with ωB97M-V/def2-TZVPD.

Geometry as XYZ:
```
20
Properties=species:S:1:pos:R:3:lowdin_charge:R:1
C 1.354 -0.466 0.440 -0.706
C -2.010 0.096 -0.460 -0.203
C 2.293 -0.626 -0.758 -0.004
C -2.252 1.515 -0.860 -0.101
N 0.200 0.321 0.098 -0.013
N -0.776 -0.389 -0.434 -0.070
O 1.958 0.223 1.498 0.025
O 1.017 -1.791 0.865 -0.011
H 2.861 -0.098 1.596 0.103
H 0.634 -1.709 1.749 0.106
H -0.805 0.786 1.586 0.079
H -0.689 -1.410 -0.338 0.160
H -2.777 -0.628 -0.696 0.102
H -1.606 0.534 1.732 0.074
H 1.778 -1.148 -1.561 0.081
H 2.592 0.360 -1.103 0.087
H 3.171 -1.202 -0.468 0.082
H -2.995 1.985 -0.214 0.071
H -2.614 1.555 -1.889 0.073
H -1.333 2.091 -0.783 0.066
```

## Properties
E_HOMO, eV: -7.753
HOMO-LUMO gap, Ha: 0.315
Total charge: 0

---

# 4
The ion C4H12N2O2 with charge +2, computed with ωB97M-V/def2-TZVPD.

Geometry as XYZ:
```
20
Properties=species:S:1:pos:R:3:lowdin_charge:R:1
O -1.205 0.785 -2.427 0.165
C -0.820 0.109 -1.513 -0.453
O -0.223 -1.059 -1.564 0.160
C -0.888 0.756 -0.058 -0.169
C 0.459 0.414 0.693 -0.106
C 0.486 -0.974 1.284 -0.119
N 1.624 -1.746 0.670 0.187
N -1.339 2.125 -0.320 0.223
H -0.344 -1.443 -2.458 0.186
H -1.688 0.119 0.415 0.184
H 0.701 1.136 1.487 0.143
H 1.146 0.592 -0.124 0.128
H -0.427 -1.557 1.108 0.145
H 0.651 -0.824 2.354 0.153
H 1.771 -2.735 0.931 0.191
H 1.870 -1.749 -0.320 0.166
H 2.499 -1.402 1.193 0.217
H -2.138 2.479 0.240 0.204
H -0.547 2.804 -0.214 0.205
H -1.589 2.170 -1.377 0.190
```

## Properties
E_HOMO, eV: -19.311
HOMO-LUMO gap, Ha: 0.459
Total charge: +2

---

# 5
A cluster of 2 separate species, C4H12N2O3 in total, computed with ωB97M-V/def2-TZVPD.

Geometry as XYZ:
```
21
Properties=species:S:1:pos:R:3:lowdin_charge:R:1
C 0.879 -1.469 0.185 -0.126
C -1.273 -0.615 0.872 -0.111
C -1.083 -1.985 -1.093 -0.116
N -0.557 -1.725 0.249 -0.311
H -0.789 -2.988 -1.419 0.080
H 1.125 -0.650 -0.499 0.059
H 1.411 -2.364 -0.157 0.083
H 1.280 -1.222 1.174 0.081
H -1.324 0.263 0.223 0.063
H -2.298 -0.919 1.110 0.085
H -0.807 -0.322 1.820 0.086
H -0.717 -1.260 -1.831 0.081
H -2.178 -1.951 -1.108 0.083
C 0.813 2.221 0.257 -0.620
N 2.097 1.833 0.428 0.191
O 0.420 2.115 -1.047 -0.003
O -0.984 2.568 -1.149 0.023
O 0.073 2.583 1.162 0.061
H -1.191 2.624 -0.192 0.071
H 2.477 1.798 1.363 0.126
H 2.626 1.466 -0.349 0.116
```

## Properties
E_HOMO, eV: -8.524
HOMO-LUMO gap, Ha: 0.337
Total charge: 0

---

# 6
A structure of composition C4H12N2OSi, computed with ωB97M-V/def2-TZVPD.

Geometry as XYZ:
```
20
Properties=species:S:1:pos:R:3:lowdin_charge:R:1
C 2.364 -0.949 -0.791 -0.239
C -0.769 -0.860 1.642 -0.191
C -0.716 -0.592 -1.461 -0.166
C -1.642 1.772 0.495 -0.220
N 1.886 -0.170 0.263 0.038
N 1.000 1.405 -0.174 -0.156
O 1.367 2.285 0.567 -0.003
Si -0.470 0.332 0.156 0.481
H 3.001 -1.697 -0.403 0.075
H 2.922 -0.480 -1.525 0.067
H 1.717 -1.545 -1.363 0.038
H -0.862 -1.836 1.289 -0.025
H 0.212 -1.007 2.305 0.076
H -1.718 -0.766 2.163 0.017
H -1.322 0.004 -2.205 0.056
H 0.270 -0.919 -1.776 -0.015
H -1.386 -1.429 -1.316 0.027
H -1.558 2.725 -0.080 0.030
H -2.755 1.508 0.653 0.053
H -1.542 2.219 1.562 0.057
```

## Properties
E_HOMO (spin up / spin down), eV: -8.487 / -8.971
HOMO-LUMO gap (spin up / spin down), Ha: 0.249 / 0.281
Total charge: 0

---

# 7
A cluster of 2 separate species, C4H12N2P in total, computed with ωB97M-V/def2-TZVPD.

Geometry as XYZ:
```
19
Properties=species:S:1:pos:R:3:lowdin_charge:R:1
C 3.298 -1.359 0.258 -0.250
C -1.607 0.337 0.056 -0.247
C -3.085 0.709 0.386 0.032
C -1.232 -1.004 -0.393 -0.021
N 2.228 1.085 -0.207 -0.360
N -0.589 1.188 0.276 0.212
P 3.559 0.246 -0.122 0.765
H 4.189 -1.888 0.447 -0.021
H 2.419 -1.724 -0.254 -0.008
H -3.696 -0.077 -0.072 0.098
H -3.111 1.701 -0.036 0.088
H -3.292 0.659 1.454 0.106
H -0.237 -1.272 0.036 0.096
H -0.946 -1.133 -1.479 0.138
H -1.814 -1.860 -0.124 0.089
H 2.389 2.103 0.098 0.034
H -0.915 2.125 0.555 0.149
H 0.432 0.943 0.102 0.066
H 4.905 0.753 0.261 0.033
```

## Properties
E_HOMO, eV: -12.019
HOMO-LUMO gap, Ha: 0.288
Total charge: +1

---

# 8
An isolated molecule of C4H12N2S, computed with ωB97M-V/def2-TZVPD.

Geometry as XYZ:
```
19
Properties=species:S:1:pos:R:3:lowdin_charge:R:1
C -1.616 1.019 0.042 -0.245
N -0.256 0.551 0.299 -0.086
C -0.034 -0.840 -0.028 -0.337
C 1.412 -1.221 0.198 -0.560
S 1.976 -2.644 -0.797 0.687
C -1.970 2.234 0.871 -0.288
N -1.301 3.439 0.343 -0.013
H -2.294 0.205 0.293 0.113
H -1.755 1.265 -1.014 0.117
H 0.434 1.132 -0.161 0.103
H -0.680 -1.464 0.613 0.125
H -0.347 -1.093 -1.050 0.094
H 1.621 -1.484 1.234 0.065
H 2.069 -0.371 0.003 0.062
H 0.893 -2.736 -1.576 -0.162
H -1.739 2.051 1.922 0.104
H -3.044 2.414 0.789 0.106
H -1.492 4.211 0.974 0.061
H -0.296 3.303 0.407 0.053
```

## Properties
E_HOMO, eV: -9.036
HOMO-LUMO gap, Ha: 0.370
Total charge: 0

---

# 9
An isolated molecule of C4H12N2S, computed with ωB97M-V/def2-TZVPD.

Geometry as XYZ:
```
19
Properties=species:S:1:pos:R:3:lowdin_charge:R:1
C -0.162 0.404 -2.317 -0.113
N 0.090 -0.736 -1.434 -0.095
C -0.123 -0.506 -0.002 -0.433
C -1.512 -0.014 0.351 -0.525
S -2.017 -0.120 2.125 0.680
C 1.042 0.346 0.573 -0.233
N 1.326 0.000 1.990 -0.040
H 0.700 0.647 -2.939 0.078
H -0.572 1.241 -1.746 0.071
H -1.001 0.183 -2.973 0.067
H 0.949 -1.229 -1.546 0.094
H 0.019 -1.494 0.463 0.131
H -2.159 -0.764 -0.119 0.072
H -1.799 0.963 -0.025 0.059
H -0.742 0.205 2.536 -0.147
H 1.903 0.398 -0.072 0.100
H 0.735 1.404 0.703 0.112
H 2.300 0.036 2.279 0.069
H 1.023 -0.964 2.152 0.055
```

## Properties
E_HOMO, eV: -8.593
HOMO-LUMO gap, Ha: 0.352
Total charge: 0

---

# 10
A structure of composition C4H12N2S, computed with ωB97M-V/def2-TZVPD.

Geometry as XYZ:
```
19
Properties=species:S:1:pos:R:3:lowdin_charge:R:1
C -0.891 -0.636 0.042 -0.218
N 0.168 0.337 0.155 -0.011
C 1.447 -0.121 0.171 -0.380
C 2.607 0.774 0.131 -0.705
S 4.081 -0.230 -0.186 0.341
C -2.266 -0.090 -0.375 -0.265
N -3.102 0.536 0.642 -0.005
H -0.693 -1.504 -0.608 0.119
H -1.022 -1.152 1.008 0.125
H 0.041 1.055 -0.551 0.140
H 1.745 -0.874 -0.809 -0.004
H 1.509 -0.888 0.950 0.146
H 2.489 1.541 -0.632 0.065
H 2.771 1.321 1.053 0.083
H 1.935 -1.122 -1.554 0.224
H -2.063 0.704 -1.078 0.103
H -2.817 -0.924 -0.804 0.111
H -2.663 1.363 1.023 0.064
H -3.276 -0.090 1.420 0.065
```

## Properties
E_HOMO, eV: -7.189
HOMO-LUMO gap, Ha: 0.218
Total charge: 0

---

# 11
A cluster of 2 separate species, C4H12N2S in total, computed with ωB97M-V/def2-TZVPD.

Geometry as XYZ:
```
19
Properties=species:S:1:pos:R:3:lowdin_charge:R:1
C 0.552 2.525 0.339 -0.230
C 0.925 1.494 1.143 -0.217
N 0.875 1.413 2.527 0.039
N 0.784 2.441 -1.086 -0.034
H 0.203 3.488 0.761 0.091
H 1.096 0.525 0.690 0.093
H 0.679 0.528 2.941 0.071
H 0.643 2.219 3.087 0.083
H 1.610 2.925 -1.426 0.061
H -0.022 2.709 -1.663 0.069
C -1.907 -1.967 0.236 -0.454
S -0.288 -2.329 -0.516 0.674
C -0.220 -1.032 -1.867 -0.392
H -2.674 -2.164 -0.533 0.027
H -2.009 -0.908 0.579 0.041
H -2.060 -2.676 1.061 0.024
H 0.689 -1.295 -2.418 0.022
H -1.087 -1.175 -2.542 0.036
H -0.169 -0.011 -1.481 -0.004
```

## Properties
E_HOMO, eV: -7.908
HOMO-LUMO gap, Ha: 0.326
Total charge: 0

---

# 12
A structure of composition C4H12N2S, computed with ωB97M-V/def2-TZVPD.

Geometry as XYZ:
```
19
Properties=species:S:1:pos:R:3:lowdin_charge:R:1
N 0.405 1.449 1.411 0.039
C 0.397 2.330 0.475 -0.292
N 1.445 3.077 0.089 0.115
H 1.342 1.193 1.711 0.097
H -0.624 0.616 1.305 -0.117
H -0.532 2.467 -0.068 0.134
H 1.311 3.835 -0.551 0.099
H 2.263 3.136 0.677 0.109
C -0.603 -1.577 -1.762 -0.143
C 0.088 -1.731 -0.420 -0.359
C -0.872 -1.809 0.760 -0.614
S -1.910 -0.304 1.003 0.477
H -1.298 -2.393 -1.957 0.073
H 0.124 -1.497 -2.568 0.063
H -1.175 -0.650 -1.789 0.042
H 0.680 -2.655 -0.394 0.099
H 0.812 -0.923 -0.289 0.081
H -0.310 -1.902 1.690 0.047
H -1.543 -2.660 0.677 0.052
```

## Properties
E_HOMO, eV: -7.189
HOMO-LUMO gap, Ha: 0.278
Total charge: 0

---

Number 1: calculated total energy -419.44014 Ha. Number 2: calculated total energy -419.37069 Ha. Number 3: calculated total energy -419.47844 Ha. Number 4: calculated total energy -418.97275 Ha. Number 5: calculated total energy -494.74953 Ha. Number 6: calculated total energy -633.61659 Ha. Number 7: calculated total energy -610.13001 Ha. Number 8: calculated total energy -667.27916 Ha. Number 9: calculated total energy -667.25849 Ha. Number 10: calculated total energy -667.12492 Ha. Number 11: calculated total energy -667.25839 Ha. Number 12: calculated total energy -667.26884 Ha.